No. 1
Entry from OMol25: 2 unconnected molecules or ions with the total composition C5H13NO (the ωB97M-V functional and the def2-TZVPD basis).

XYZ file:
```
20
Properties=species:S:1:pos:R:3:nbo_charge:R:1
C 1.33 -1.82 -0.43 -0.475
C 0.60 -0.81 0.02 0.193
C -0.84 -0.98 0.47 -0.470
C -1.59 0.28 0.92 -0.637
N 1.13 0.51 0.06 -0.645
C 1.58 0.91 1.38 -0.414
H 2.36 -1.71 -0.76 0.192
H 0.95 -2.81 -0.59 0.203
H -1.42 -1.46 -0.32 0.232
H -0.84 -1.71 1.28 0.221
H -2.08 0.17 1.89 0.216
H -0.98 1.18 1.04 0.218
H -2.41 0.49 0.23 0.221
H 1.90 0.54 -0.59 0.366
H 2.30 0.22 1.81 0.179
H 0.74 0.88 2.08 0.196
H 1.95 1.93 1.35 0.205
O -1.73 1.34 -2.21 -0.937
H -0.99 1.05 -2.78 0.464
H -1.29 1.29 -1.35 0.473
```

Values from the calculation:
**Structure (SMILES)**: C=C(CC)NC.O
**HOMO**: -0.3277 hartree
**ΔE to the lowest compared entry with this formula, charge and spin**: 1.570 eV
**Kohn-Sham gap**: 9.8 eV
**2S+1**: 1
**Max |F|**: 0.891 eV/Å
**Charge**: 0

---

No. 2
Entry from OMol25: a molecular structure, C24H19Cl3FN2OPdS4 (the ωB97M-V functional and the def2-TZVPD basis).

XYZ file:
```
55
Properties=species:S:1:pos:R:3:mulliken_charge:R:1
Pd -1.88 -2.48 1.30 0.336
S 1.74 -1.05 3.17 -0.358
C 0.54 -2.03 2.57 0.194
S 0.56 -2.73 1.00 -0.402
S -0.85 -2.44 3.50 -0.320
Cl 5.02 -1.31 1.23 -0.242
C 3.93 0.00 1.04 0.466
C 2.98 -0.04 0.03 -1.278
C 2.13 1.04 -0.12 0.168
C 2.20 2.15 0.71 -0.089
C 1.23 3.30 0.54 -0.726
C -0.04 3.03 1.38 -1.333
N -0.78 1.91 0.90 0.323
C -1.60 1.87 -0.19 -0.280
C -2.05 0.59 -0.29 -1.081
N -1.53 -0.15 0.72 0.620
C -0.76 0.66 1.42 -0.673
O 0.83 3.47 -0.80 -0.009
C 1.80 4.08 -1.63 -1.086
C 1.86 3.41 -2.97 0.283
C 0.85 3.44 -3.90 0.617
Cl -0.65 4.24 -3.74 -0.214
S 1.25 2.58 -5.35 -0.182
C 2.80 2.18 -4.70 -0.428
C 2.97 2.68 -3.45 -0.702
C 3.15 2.14 1.73 1.022
Cl 3.26 3.47 2.83 -0.263
C 4.03 1.08 1.90 -0.832
H 2.89 -0.90 -0.61 0.433
H 1.38 1.04 -0.90 0.619
H 1.69 4.22 0.92 0.753
H -0.68 3.92 1.34 0.377
H 0.27 2.84 2.41 0.467
H -1.79 2.74 -0.79 0.447
H -2.72 0.16 -1.01 0.457
H -0.20 0.39 2.29 0.317
H 2.79 4.03 -1.18 0.401
H 1.53 5.14 -1.76 0.407
H 3.49 1.61 -5.29 0.427
H 3.86 2.53 -2.86 0.391
H 4.76 1.09 2.69 0.402
F -3.21 -7.67 -0.33 -0.348
C -3.28 -6.35 0.01 0.419
C -3.51 -5.99 1.33 -0.600
C -3.69 -4.67 1.66 -0.168
C -3.66 -3.64 0.65 -0.036
C -3.98 -2.29 0.96 -0.808
C -3.34 -4.06 -0.68 -0.248
C -3.17 -5.39 -0.99 -0.617
H -3.56 -6.76 2.09 0.402
H -3.93 -4.38 2.68 0.329
H -4.48 -2.09 1.90 0.248
H -4.21 -1.62 0.13 0.283
H -3.29 -3.31 -1.46 0.303
H -2.97 -5.70 -2.01 0.405
```

Values from the calculation:
**HOMO (alpha / beta)**: -0.1081 / -0.1476 hartree
**Expectation value of S²**: 2.037
**ΔE to the lowest compared entry with this formula, charge and spin**: 0.159 eV
**Kohn-Sham gap (alpha / beta)**: 5.0 / 6.0 eV
**2S+1**: 3
**Max |F|**: 0.866 eV/Å
**Charge**: -1

---

No. 3
Entry from OMol25: a single C22H24ClN3O2 molecule (the ωB97M-V functional and the def2-TZVPD basis).

XYZ file:
```
52
Properties=species:S:1:pos:R:3:nbo_charge:R:1
C -0.34 0.66 -3.21 -0.249
O -0.30 -0.25 -2.13 -0.544
C -1.36 -0.13 -1.21 -0.083
C -1.23 1.05 -0.22 -0.258
N -0.48 0.75 0.97 -0.461
C 0.94 1.05 0.99 -0.244
C 1.69 0.30 -0.07 -0.089
C 2.39 0.96 -1.06 -0.151
C 3.06 0.23 -2.07 -0.024
C 3.77 0.84 -3.11 -0.211
C 4.39 0.09 -4.08 -0.018
C 5.16 0.73 -5.20 -0.626
C 4.31 -1.31 -4.01 -0.195
C 3.63 -1.94 -3.01 -0.184
C 2.98 -1.18 -2.01 0.132
N 2.31 -1.82 -1.03 -0.410
C 1.70 -1.11 -0.13 0.225
Cl 0.87 -2.01 1.08 0.015
C -1.05 0.31 2.14 0.811
O -0.45 0.31 3.19 -0.651
N -2.37 -0.09 2.01 -0.670
C -3.13 -0.57 3.09 0.227
C -3.72 -1.82 2.98 -0.255
C -4.51 -2.32 4.00 -0.210
C -4.71 -1.56 5.15 -0.220
C -4.14 -0.31 5.24 -0.188
C -3.36 0.22 4.22 -0.041
C -2.80 1.60 4.34 -0.640
H -0.20 1.70 -2.88 0.159
H 0.48 0.38 -3.86 0.203
H -1.29 0.58 -3.75 0.169
H -2.31 -0.04 -1.76 0.169
H -1.35 -1.08 -0.67 0.198
H -2.22 1.39 0.06 0.220
H -0.72 1.88 -0.73 0.210
H 1.10 2.13 0.86 0.194
H 1.29 0.76 1.98 0.271
H 2.42 2.04 -1.07 0.210
H 3.82 1.92 -3.15 0.204
H 6.20 0.41 -5.17 0.221
H 4.74 0.42 -6.16 0.220
H 5.12 1.81 -5.13 0.215
H 4.80 -1.90 -4.77 0.211
H 3.56 -3.02 -2.95 0.228
H -2.61 -0.52 1.12 0.392
H -3.55 -2.41 2.09 0.206
H -4.96 -3.30 3.91 0.213
H -5.31 -1.95 5.95 0.212
H -4.32 0.29 6.13 0.207
H -1.74 1.55 4.56 0.254
H -3.30 2.15 5.13 0.211
H -2.92 2.14 3.40 0.213
```

Values from the calculation:
**Structure (SMILES)**: COCCN(Cc1cc2cc(C)ccc2nc1Cl)C(=O)Nc1ccccc1C
**HOMO**: -0.3116 hartree
**ΔE to the lowest compared entry with this formula, charge and spin**: 1.108 eV
**Kohn-Sham gap**: 8.7 eV
**2S+1**: 1
**Max |F|**: 0.753 eV/Å
**Charge**: 0

---

No. 4
Entry from OMol25: 2 unconnected molecules or ions with the total composition C4H12N2O in a non-equilibrium geometry (the ωB97M-V functional and the def2-TZVPD basis).

XYZ file:
```
19
Properties=species:S:1:pos:R:3:nbo_charge:R:1
C 2.03 -1.65 0.48 -0.590
C 1.60 -0.31 1.13 -0.462
C 0.51 0.40 0.38 0.297
C 0.74 1.46 -0.46 0.073
N -0.18 1.98 -1.32 -0.664
N -0.78 0.14 0.80 -0.729
H 2.65 -1.44 -0.39 0.228
H 2.51 -2.30 1.19 0.247
H 1.12 -2.17 0.16 0.209
H 1.36 -0.44 2.18 0.240
H 2.47 0.34 0.98 0.244
H 1.76 1.83 -0.56 0.236
H -0.40 2.96 -1.19 0.428
H -0.99 1.38 -1.44 0.407
H -0.77 -0.47 1.61 0.406
H -1.43 0.84 1.15 0.425
H -3.39 -0.72 -0.55 0.457
H -2.25 -1.67 -0.55 0.455
O -3.10 -1.55 -0.96 -0.908
```

Values from the calculation:
**HOMO (alpha / beta)**: -0.5151 / -0.5398 hartree
**Expectation value of S²**: 0.756
**ΔE to the lowest compared entry with this formula, charge and spin**: 0.191 eV
**Kohn-Sham gap (alpha / beta)**: 10.2 / 7.7 eV
**2S+1**: 2
**Max |F|**: 2.147 eV/Å
**Charge**: +1

---

No. 5
Entry from OMol25: a single C7H11F2NO molecule in a non-equilibrium geometry (the ωB97M-V functional and the def2-TZVPD basis).

XYZ file:
```
22
Properties=species:S:1:pos:R:3:nbo_charge:R:1
F -1.60 0.86 -0.98 -0.326
C -0.65 1.39 -0.24 0.811
F -1.19 2.30 0.59 -0.328
C 0.50 1.97 -0.99 -0.484
C 1.02 0.87 -1.95 -0.438
C 1.51 -0.30 -1.12 -0.073
O 0.36 -0.83 -0.40 -0.426
N 0.02 0.13 0.60 -0.193
C -0.95 -0.50 1.51 -0.107
C -1.47 -1.92 1.12 -0.429
C -0.31 -1.72 2.10 -0.432
H 1.21 2.20 -0.16 0.231
H 0.30 2.86 -1.51 0.227
H 0.07 0.55 -2.46 0.236
H 1.93 1.35 -2.50 0.226
H 1.95 -1.08 -1.71 0.199
H 2.37 0.00 -0.43 0.182
H -1.68 0.04 2.11 0.238
H -1.13 -2.09 0.19 0.227
H -2.40 -2.22 1.50 0.212
H -0.43 -2.00 3.19 0.221
H 0.58 -1.85 1.54 0.227
```

Values from the calculation:
**Structure (SMILES)**: FC1(F)CCCON1C1CC1
**HOMO**: -0.3135 hartree
**ΔE to the lowest compared entry with this formula, charge and spin**: 1.501 eV
**Kohn-Sham gap**: 9.5 eV
**2S+1**: 1
**Max |F|**: 4.279 eV/Å
**Charge**: 0

---

No. 6
Entry from OMol25: 2 unconnected molecules or ions with the total composition C8H5N8O4 in a non-equilibrium geometry (the ωB97M-V functional and the def2-TZVPD basis).

XYZ file:
```
25
Properties=species:S:1:pos:R:3:nbo_charge:R:1
O 2.53 -0.66 -1.06 -0.358
N 2.28 -1.78 -0.57 0.504
C 0.90 -2.12 -0.47 -0.043
C 0.02 -1.20 -1.01 0.147
N -1.30 -1.57 -1.04 -0.190
N -2.31 -0.86 -1.59 -0.055
N -3.41 -1.53 -1.37 -0.027
N -3.16 -2.69 -0.68 -0.313
C -1.83 -2.72 -0.48 0.291
C -0.93 -3.63 0.14 -0.241
C 0.41 -3.33 0.11 -0.162
O 3.18 -2.56 -0.19 -0.387
H 0.26 -0.21 -1.37 0.313
H -1.37 -4.51 0.60 0.243
H 1.16 -4.01 0.52 0.250
N 0.01 1.57 0.36 -0.582
C -0.26 1.84 1.68 0.105
N -0.01 3.12 2.04 -0.484
C 0.46 3.68 0.89 0.063
N 0.79 5.06 0.82 0.512
O 1.21 5.51 -0.27 -0.465
O 0.63 5.75 1.83 -0.412
C 0.51 2.74 -0.16 -0.082
H -0.65 1.11 2.40 0.166
H 0.89 2.99 -1.14 0.206
```

Values from the calculation:
**HOMO**: -0.1741 hartree
**Kohn-Sham gap**: 5.7 eV
**2S+1**: 1
**Max |F|**: 3.532 eV/Å
**Charge**: -1

---

No. 7
Entry from OMol25: a single C3H8N4 molecule in a non-equilibrium geometry (the ωB97M-V functional and the def2-TZVPD basis).

XYZ file:
```
15
Properties=species:S:1:pos:R:3:nbo_charge:R:1
C 1.33 -1.11 1.55 -0.170
C -1.96 1.03 -0.88 -0.605
C -0.55 0.51 -1.02 -0.266
N 2.70 -0.15 1.01 -0.109
N 2.35 0.71 0.37 -0.027
N 0.45 -1.05 0.51 -0.293
N -0.02 0.15 0.25 -0.301
H 1.74 -2.06 1.66 0.190
H 1.03 -0.79 2.50 0.213
H -1.95 1.84 -0.07 0.212
H -2.26 1.64 -1.82 0.211
H -2.57 0.13 -0.66 0.205
H -0.83 -0.33 -1.82 0.159
H 0.05 1.32 -1.42 0.212
H 0.49 -1.87 -0.17 0.370
```

Values from the calculation:
**HOMO (alpha / beta)**: -0.2703 / -0.2754 hartree
**ΔE to the lowest compared entry with this formula, charge and spin**: 4.655 eV
**Kohn-Sham gap (alpha / beta)**: 8.1 / 8.1 eV
**2S+1**: 1
**Max |F|**: 3.097 eV/Å
**Charge**: 0

---

No. 8
Entry from OMol25: 2 unconnected molecules or ions with the total composition C4H13NO2 in a non-equilibrium geometry (the ωB97M-V functional and the def2-TZVPD basis).

XYZ file:
```
20
Properties=species:S:1:pos:R:3:nbo_charge:R:1
C -0.29 -0.73 -2.39 -0.410
N -1.03 -0.20 -1.25 -0.620
C -0.15 0.08 -0.06 -0.239
C -0.87 -0.37 1.19 -0.441
C -0.28 0.13 2.49 -0.058
O 1.02 -0.55 2.57 -0.752
H -1.00 -1.02 -3.16 0.206
H 0.23 0.12 -2.81 0.174
H 0.32 -1.61 -2.17 0.173
H -1.73 -0.80 -0.85 0.351
H 0.79 -0.47 -0.15 0.185
H 0.00 1.16 -0.01 0.188
H -1.96 -0.25 1.16 0.212
H -0.82 -1.47 1.24 0.212
H -0.84 -0.18 3.36 0.177
H -0.04 1.19 2.52 0.171
H 1.69 0.01 2.97 0.471
O 1.80 2.03 -1.53 -0.932
H 1.46 1.55 -2.30 0.464
H 1.70 1.39 -0.81 0.469
```

Values from the calculation:
**Structure (SMILES)**: CNCCCO.O
**HOMO**: -0.3336 hartree
**ΔE to the lowest compared entry with this formula, charge and spin**: 1.323 eV
**Kohn-Sham gap**: 9.9 eV
**2S+1**: 1
**Max |F|**: 1.856 eV/Å
**Charge**: 0

---

> What is the formula in the sixth record?

C8H5N8O4